Entry 1:
{"formula": "C42H49ClN7O", "method": "ωB97M-V with the def2-TZVPD basis set", "total_charge": -1, "e_homo_ev": -1.91, "lumo_energy_ev": 2.27, "symbols": ["Cl", "O", "N", "N", "N", "N", "N", "N", "N", "C", "C", "C", "C", "C", "C", "C", "C", "C", "C", "C", "C", "C", "C", "C", "C", "C", "C", "C", "C", "C", "C", "C", "C", "C", "C", "C", "C", "C", "C", "C", "C", "C", "C", "C", "C", "C", "C", "C", "C", "C", "C", "H", "H", "H", "H", "H", "H", "H", "H", "H", "H", "H", "H", "H", "H", "H", "H", "H", "H", "H", "H", "H", "H", "H", "H", "H", "H", "H", "H", "H", "H", "H", "H", "H", "H", "H", "H", "H", "H", "H", "H", "H", "H", "H", "H", "H", "H", "H", "H", "H"], "coordinates": [[2.50457, 4.50861, 1.69246], [-1.24465, 4.08539, -3.41191], [0.27620, -1.20166, -4.42039], [1.71050, -6.43098, -4.09345], [-4.22354, -1.94926, -2.22222], [6.24593, -5.31800, -3.20376], [-0.63308, 0.25707, 2.82716], [-3.32292, 0.52707, 5.98955], [0.03410, 3.80865, 8.77806], [1.32636, -5.14816, -4.10688], [-0.59713, 4.91116, 9.19613], [-0.63442, 3.57914, -0.98162], [-2.11826, 1.42740, 7.86425], [1.36907, 5.20528, 7.34884], [0.64893, 4.29111, -0.37455], [1.06621, 5.07507, -3.75400], [-3.03340, 0.86741, 8.74191], [3.41457, -5.85840, -5.68775], [-1.99856, 0.21313, -5.20086], [-5.47164, -2.42067, -2.30666], [-4.09508, 0.13513, 8.23016], [0.99969, 3.97469, 7.86636], [-0.50839, -1.62923, -5.42051], [-3.49886, -3.85280, -3.49664], [0.07197, 3.87279, -3.88442], [7.40480, -4.82624, -2.75202], [-2.32594, -1.83053, 2.08948], [1.92909, -4.16841, -4.88020], [5.11293, -3.74259, -1.78569], [6.32649, -3.25162, -1.33220], [-1.02295, -0.67141, 3.70590], [-1.86042, -1.72867, 3.39188], [-1.31451, 4.52202, -2.03640], [0.69914, 6.33216, 7.79696], [1.81815, 2.14008, 0.40040], [2.74134, -6.76083, -4.88066], [-1.20599, 0.67554, -4.16344], [2.99546, -4.53677, -5.68514], [-4.19193, -0.00544, 6.85429], [7.49996, -3.80323, -1.82285], [-1.09273, 0.13847, 1.57623], [-3.26474, -2.66934, -2.81395], [-5.81168, -3.59353, -2.96166], [-0.08686, -0.06293, -3.81521], [-0.30644, 6.18614, 8.74019], [-1.93720, -0.87860, 1.15955], [-1.64567, -0.96307, -5.84635], [-4.80062, -4.32185, -3.56901], [5.12684, -4.77129, -2.71427], [-2.30994, 1.22952, 6.50634], [1.18832, 3.50246, 0.85710], [-0.28356, 2.62324, -1.46979], [0.49086, -4.90879, -3.45758], [3.03053, -7.80568, -4.85063], [-0.02849, 3.66454, -4.98211], [8.29522, -5.28649, -3.16710], [4.20283, -5.18983, -3.09649], [-2.24106, -1.35404, -6.66145], [-1.27430, 2.00619, 8.22064], [1.57300, -3.14606, -4.85198], [1.34423, 5.48438, -4.75537], [-6.22797, -1.81477, -1.81941], [-2.40690, 4.52011, -1.78603], [-5.00182, -0.57198, 6.40666], [1.33248, 1.73244, -0.51319], [2.00750, 4.70502, -3.28473], [-2.88151, 0.76308, -5.50316], [8.46667, -3.44675, -1.49229], [0.48253, 2.92268, -3.46011], [1.49233, 3.06418, 7.54353], [1.50079, 4.35180, -1.10360], [6.35776, -2.44866, -0.60560], [0.38985, 5.34629, -0.10768], [-2.68276, -4.39269, -3.95897], [-0.19413, -2.55495, -5.89252], [-0.63558, -0.54562, 4.71134], [-0.85250, 7.04252, 9.11293], [2.15914, 5.27903, 6.61377], [-2.98485, -2.64212, 1.80293], [0.95700, 7.31263, 7.41552], [-1.62343, 1.65089, 5.77912], [-2.92094, 0.99950, 9.81182], [4.17620, -3.33702, -1.42724], [-5.02492, -5.24381, -4.09250], [-0.75945, 0.90657, 0.88503], [-6.84039, -3.92771, -2.99598], [2.89079, 2.32497, 0.17139], [0.37885, 3.26731, 1.58345], [-4.83009, -0.31696, 8.88369], [3.49629, -3.80156, -6.30361], [-2.14198, -2.45218, 4.14596], [0.56475, 0.26208, -3.01129], [-2.28108, -0.92328, 0.13437], [-1.45024, 1.59030, -3.63498], [-2.26183, -2.26361, -2.72797], [0.70322, 5.92530, -3.14585], [-1.00009, 5.59781, -1.90938], [-1.37382, 4.74706, 9.93549], [4.24501, -6.18043, -6.30181], [1.71283, 1.39505, 1.22425]], "mulliken_charge": [-0.3207, -0.4397, -0.3684, -0.5929, -0.3720, -0.4812, -0.2821, -0.4005, -0.4814, -0.3697, -0.1633, 0.1161, -0.1467, -0.5203, -0.6000, -1.2015, -0.3824, -0.3457, -0.6923, -0.3810, -0.3470, -0.0839, -0.1787, -0.4341, 0.2225, -0.2262, -0.2824, -0.1382, -0.5321, -0.3241, -0.4213, -0.4598, -0.5263, -0.1130, -0.8042, -0.3116, -0.0991, -0.4783, -0.3104, -0.3343, -0.1473, -0.0961, -0.2786, -0.4937, -0.4624, -0.7700, -0.5544, -0.3770, -0.0316, -0.3874, 0.3106, -0.6552, 0.5036, 0.3416, 0.4080, 0.3559, 0.4475, 0.3829, 0.3455, 0.6847, 0.2994, 0.3636, 0.2469, 0.3467, -0.1700, 0.2531, 0.4525, 0.3560, -0.0437, 0.3853, -0.1020, 0.3788, 0.3700, 0.3802, 0.3502, 0.5102, 0.3452, 0.3734, 0.3943, 0.3590, 0.5535, 0.3880, 0.4003, 0.3676, 0.4714, 0.3660, 0.4835, 0.3682, 0.3595, 0.4023, 0.3764, 0.5042, 0.6269, 0.5611, 0.4724, 0.2968, 0.2849, 0.3451, 0.3739, 0.2300]}

=====

Entry 2:
{"formula": "C42H50BrClF6NO5SSbSeW", "method": "ωB97M-V with the def2-TZVPD basis set", "de_lowest_kcal_mol": 0.0, "total_charge": 1, "multiplicity": 2, "e_homo_ev": [-11.25, -11.24], "lumo_energy_ev": [-4.35, -7.10], "symbols": ["W", "Sb", "Br", "Se", "Cl", "S", "F", "F", "F", "F", "F", "F", "O", "O", "O", "O", "O", "N", "C", "C", "C", "C", "C", "C", "C", "C", "C", "C", "C", "C", "C", "C", "C", "C", "C", "C", "C", "C", "C", "C", "C", "C", "C", "C", "C", "C", "C", "C", "C", "C", "C", "C", "C", "C", "C", "C", "C", "C", "C", "C", "H", "H", "H", "H", "H", "H", "H", "H", "H", "H", "H", "H", "H", "H", "H", "H", "H", "H", "H", "H", "H", "H", "H", "H", "H", "H", "H", "H", "H", "H", "H", "H", "H", "H", "H", "H", "H", "H", "H", "H", "H", "H", "H", "H", "H", "H", "H", "H", "H", "H"], "coordinates": [[1.56454, -0.80307, -0.42606], [4.61855, 0.81530, -1.12702], [-0.09401, -5.37833, 4.33526], [-1.35149, -1.26683, -0.42139], [0.04485, -2.95727, -2.68877], [4.39638, -1.64456, 4.05791], [5.63724, -0.70008, -0.62168], [2.77010, 1.13674, -0.46917], [4.47003, 2.61441, -1.66915], [5.42324, 0.62064, -2.81642], [5.17360, 1.45339, 0.55168], [3.32947, -0.57695, -1.86737], [3.19174, -1.20459, 0.47685], [0.72006, 0.37376, 0.74804], [5.32238, -2.94255, 3.57036], [3.19331, -2.19826, 4.65773], [0.85673, 0.10984, -1.88986], [3.87442, -1.04251, 2.59702], [-0.33783, 0.44158, -2.45506], [0.67597, -2.86623, 3.34810], [4.93386, -4.99071, 0.00614], [1.84539, 0.82411, -4.64052], [-4.42644, 2.65949, -4.39858], [0.92098, -1.95121, 2.35963], [5.67580, -4.88626, 2.30298], [4.41260, -3.05797, 1.34315], [-4.09289, 0.80018, 3.72529], [4.36347, -3.74420, 0.12678], [-1.54238, -0.13684, 1.08894], [-0.46072, 1.46841, 2.55469], [1.43983, 2.88843, -3.22885], [-5.24076, 1.25178, 2.81310], [0.82850, 1.89952, -4.23203], [-0.40443, 1.24764, -3.60582], [-2.74697, 0.11704, -2.46686], [-2.84960, 0.88596, -3.61630], [-4.10261, 0.56383, -5.73745], [-4.17598, 1.14847, -4.31917], [-2.72501, -0.07583, 1.79696], [5.57861, -5.56340, 1.10458], [-0.41442, 0.57279, 1.48495], [3.83736, -1.74352, 1.53852], [0.95531, 3.33127, 1.70443], [0.46733, 2.69484, -5.48812], [0.80947, -2.29066, 0.98163], [-2.79824, 0.74872, 2.91960], [0.35620, 3.27969, 4.11268], [-4.38981, -0.60621, 4.26515], [0.23496, -4.15935, 3.00176], [0.03872, -4.51936, 1.65687], [-1.67465, 1.50024, 3.24852], [-1.49635, -0.07621, -1.89578], [-1.67206, 1.42183, -4.14477], [5.10553, -3.62361, 2.41333], [1.96210, 1.61391, 3.23369], [1.51844, -2.53674, -1.77165], [0.30217, -3.60174, 0.68017], [-5.34760, 0.50072, -3.58316], [-4.00401, 1.76594, 4.90659], [0.69529, 2.40597, 2.90534], [1.29311, -0.97765, 2.64900], [3.91665, -3.25866, -0.73110], [0.06332, 3.91088, 1.46215], [-0.50847, 3.91845, 3.92869], [1.75785, 4.02795, 1.94854], [-3.57056, -0.96400, 4.89044], [-5.29632, -0.59077, 4.87043], [1.87397, -3.45061, -1.30246], [0.85673, -2.62139, 4.38483], [0.07416, 2.05800, -6.28237], [-5.06046, 0.69256, -6.24171], [-5.36085, 2.85349, -4.92578], [0.17112, 2.68720, 5.01021], [6.20398, -5.29703, 3.15066], [4.90674, -5.51196, -0.93949], [-4.95100, 1.76129, 5.44571], [2.19687, 0.23859, -3.79404], [-0.25452, 3.48570, -5.27981], [2.35406, 3.31526, -3.64220], [0.74353, 3.70463, -3.02949], [-6.27088, 0.70567, -4.12406], [-5.05112, 2.24713, 2.41014], [-3.63215, 3.17647, -4.93567], [1.37195, 3.16910, -5.86849], [1.69672, 2.42100, -2.28539], [2.76750, 2.30508, 3.48515], [2.31454, 1.02010, 2.39492], [-3.87095, -0.50168, -5.71041], [1.26237, 2.77654, 0.82137], [1.40922, 0.14107, -5.37137], [-3.58101, -0.65105, 1.47123], [1.80779, 0.95587, 4.09233], [0.10400, -3.87566, -0.34351], [-1.75447, 2.02283, -5.03742], [-5.38883, 0.56973, 1.97553], [-0.32362, -5.50847, 1.41551], [6.03181, -6.54064, 1.01215], [-5.46354, 0.89982, -2.57417], [-5.23929, -0.58331, -3.52066], [-3.34038, 1.06018, -6.33776], [-3.22302, 1.47714, 5.61151], [-1.74087, 2.16597, 4.09316], [-4.50125, 3.09683, -3.40222], [-3.81717, 2.79029, 4.58150], [-3.62129, -0.31769, -2.00494], [-4.54244, -1.32345, 3.45814], [1.20537, 3.93039, 4.32048], [2.71370, 1.29953, -5.09864], [-6.17234, 1.28593, 3.37796], [2.24349, -2.20801, -2.51597]], "lowdin_spin": [-0.0179, -0.0001, 0.1615, 0.1062, 0.0012, 0.0000, 0.0000, -0.0003, 0.0000, 0.0000, 0.0000, -0.0005, 0.0049, 0.0069, 0.0002, -0.0007, 0.0055, -0.0003, 0.0020, 0.0640, 0.0001, 0.0001, 0.0000, 0.0500, 0.0003, 0.0013, 0.0001, 0.0006, 0.0040, -0.0001, 0.0000, 0.0000, 0.0000, 0.0000, 0.0072, 0.0024, 0.0002, 0.0005, 0.0015, 0.0001, 0.0006, 0.0023, 0.0000, 0.0000, 0.2407, 0.0004, 0.0000, 0.0000, 0.2083, 0.0264, -0.0004, 0.0220, 0.0007, 0.0001, 0.0000, 0.0062, 0.0887, 0.0000, 0.0000, 0.0000, -0.0002, 0.0000, 0.0000, 0.0000, 0.0000, 0.0000, 0.0000, 0.0007, 0.0002, 0.0000, 0.0001, 0.0000, 0.0000, 0.0000, 0.0000, 0.0000, 0.0001, 0.0000, 0.0000, 0.0000, 0.0000, 0.0000, 0.0000, 0.0000, 0.0000, 0.0000, 0.0000, 0.0000, 0.0000, 0.0000, 0.0004, 0.0000, 0.0010, 0.0001, 0.0000, -0.0017, 0.0000, 0.0000, 0.0000, 0.0000, 0.0000, 0.0000, 0.0000, 0.0000, 0.0012, 0.0000, 0.0000, 0.0000, 0.0000, 0.0008]}

=====

no.,electronic energy (a.u.)
1,-2548.43590
2,-8801.61476